A | Formula: C3H10NO
Source: the Open Molecules 2025 dataset
Level of theory: ωB97M-V/def2-TZVPD

Frontier orbital gap (eV): 11.71
SMILES string: C[C@H](O)C[NH3+]
Molar mass (g/mol): 76.119
Multiplicity: 1
Charge: +1
LUMO level (eV): -3.611

CARTESIAN COORDINATES (ANGSTROEM)
C: -0.1095 -0.8296 0.4293
C: -0.0647 0.6401 -0.0084
C: -1.4700 1.2217 -0.1344
O: 0.7553 0.7791 -1.1146
N: 1.3510 -1.2804 0.4161
H: -0.5338 -1.4621 -0.3427
H: -0.4989 -1.0094 1.4251
H: 0.3666 1.0931 0.8675
H: -1.5408 1.8627 -1.0105
H: -2.1752 0.4288 -0.4041
H: -1.8359 1.6815 0.7737
H: 0.4008 0.8352 -2.0072
H: 1.6658 -1.3678 -0.5548
H: 1.9602 -0.5155 0.7311
H: 1.7291 -2.0773 0.9337


B | Formula: C3H10NO
Source: the Open Molecules 2025 dataset
Level of theory: ωB97M-V/def2-TZVPD

Frontier orbital gap (eV): 10.16
Molar mass (g/mol): 76.119
Multiplicity: 1
Charge: +1
LUMO level (eV): -5.088

CARTESIAN COORDINATES (ANGSTROEM)
C: -1.4037 1.5148 -1.1135
O: -1.7238 0.2279 -0.2670
H: -0.8241 2.2676 -0.5589
H: -0.7246 1.2153 -1.9698
H: -2.3183 1.9492 -1.3588
H: -2.6777 0.3971 0.0223
C: 1.2815 -1.3979 -0.3752
C: 1.1690 -0.3283 1.7932
N: 0.5969 -0.4834 0.6643
H: 2.2314 -1.7905 0.0377
H: 1.3721 -0.7570 -1.4469
H: 0.5691 -2.3294 -0.5647
H: 1.5446 -1.2679 2.2891
H: 1.1086 0.6127 2.4199
H: -0.2010 0.1699 0.4283


Quick ranking, most stable first: A, B.


A | Formula: C3H10NO
Source: the Open Molecules 2025 dataset
Level of theory: ωB97M-V/def2-TZVPD

Frontier orbital gap (eV): 12.03
Molar mass (g/mol): 76.119
Multiplicity: 1
Charge: +1
LUMO level (eV): -3.227

CARTESIAN COORDINATES (ANGSTROEM)
C: 0.8813 -2.6138 -0.2844
O: 0.6685 -1.3099 -0.8945
H: 1.5968 -3.1793 -0.8689
H: 1.2895 -2.4266 0.7058
H: -0.0399 -3.1830 -0.2018
H: 0.1434 -1.4758 -1.6816
C: -0.9259 1.2160 0.7080
C: -1.5598 2.2563 0.2109
N: 0.5127 0.9797 0.4095
H: -1.3044 0.4403 1.3549
H: -2.5987 2.3490 0.4977
H: -1.1295 2.9748 -0.4685
H: 0.8619 1.7096 -0.2099
H: 1.0198 0.9513 1.2924
H: 0.6283 0.0179 -0.0645


B | Formula: C3H10NO
Source: the Open Molecules 2025 dataset
Level of theory: ωB97M-V/def2-TZVPD

Frontier orbital gap (eV): 10.39
Molar mass (g/mol): 76.119
Multiplicity: 1
Charge: +1
LUMO level (eV): -4.537

CARTESIAN COORDINATES (ANGSTROEM)
C: 2.0674 0.4672 -0.4147
C: -2.4370 0.0051 -0.2602
C: 0.7378 -1.0440 0.6602
N: 1.3579 -0.0213 0.6624
O: -1.0754 0.3731 -0.1381
H: 3.0843 0.7455 -0.0270
H: 2.0749 -0.2342 -1.2276
H: 1.6727 1.2891 -0.9653
H: -3.0077 0.3997 0.6039
H: -2.7465 -1.0380 -0.4019
H: -2.7109 0.4971 -1.1254
H: 0.3816 -1.4922 1.5998
H: 0.8437 -1.8558 -0.1447
H: 1.0144 0.6908 1.3163
H: -1.2570 1.2180 -0.1375


Quick ranking, most stable first: A, B.


A | Formula: C3H10NO
Source: the Open Molecules 2025 dataset
Level of theory: ωB97M-V/def2-TZVPD

Frontier orbital gap (eV): 9.50
Molar mass (g/mol): 76.119
Multiplicity: 1
Charge: +1
LUMO level (eV): -3.608

CARTESIAN COORDINATES (ANGSTROEM)
C: 1.4988 -0.6041 2.0695
N: 0.2350 0.2883 1.7857
H: 1.3815 -1.5457 1.6484
H: 1.6854 -0.5924 3.2033
H: 2.2989 -0.0774 1.7126
H: -0.0717 -0.0023 0.7214
H: -0.5458 -0.0009 2.4245
H: 0.2150 1.2605 1.6942
C: -1.0164 0.9285 -2.8062
C: -1.0315 0.1400 -1.6573
O: -0.1072 -0.7181 -1.1902
H: -0.4855 0.8266 -3.7273
H: -1.9867 1.4423 -2.9339
H: -1.9888 0.0964 -1.1013
H: -0.0810 -1.4417 -1.8435


B | Formula: C3H10NO
Source: the Open Molecules 2025 dataset
Level of theory: ωB97M-V/def2-TZVPD

Frontier orbital gap (eV): 11.26
Molar mass (g/mol): 76.119
Multiplicity: 1
Charge: +1
LUMO level (eV): -3.426

CARTESIAN COORDINATES (ANGSTROEM)
C: -0.1431 1.0595 1.5006
C: -0.3361 0.9558 0.0319
C: -1.3193 1.3944 -0.7228
N: 0.6946 0.1056 -0.6290
H: 0.9162 1.0664 1.7699
H: -0.5774 1.9733 1.8820
H: -0.6080 0.2239 2.0325
H: -1.3954 1.2180 -1.7903
H: -2.1100 1.9922 -0.3137
H: 1.6138 0.3423 -0.2427
H: 0.6679 0.2746 -1.6300
H: 0.4917 -0.8976 -0.3972
H: 0.4241 -3.1714 -0.8930
H: 1.5155 -2.9239 0.1530
O: 0.6365 -2.6334 -0.1156


Quick ranking, most stable first: B, A.


A | Formula: C3H10NO
Source: the Open Molecules 2025 dataset
Level of theory: ωB97M-V/def2-TZVPD

Frontier orbital gap (eV): 10.76
Molar mass (g/mol): 76.119
Multiplicity: 1
Charge: +1
LUMO level (eV): -4.020

CARTESIAN COORDINATES (ANGSTROEM)
C: -1.0826 -0.5344 1.5469
C: 0.0490 -0.0288 0.7718
C: 1.2959 -0.4937 0.6741
N: -0.3331 1.0216 -0.1546
H: -0.7825 -1.1806 2.4020
H: -1.7379 0.3006 1.8096
H: -1.5144 -1.3732 0.8582
H: 2.0128 0.2156 0.0206
H: 1.8396 -1.3100 1.1459
H: -1.2794 0.7483 -0.7734
H: 0.2727 1.2423 -1.0363
H: -0.6937 1.9072 0.3438
H: 0.1406 -0.0277 -3.0817
H: 0.9757 -0.6599 -1.9722
O: 0.8372 0.1727 -2.5548


B | Formula: C3H10NO
Source: the Open Molecules 2025 dataset
Level of theory: ωB97M-V/def2-TZVPD

Frontier orbital gap (eV): 11.81
Molar mass (g/mol): 76.119
Multiplicity: 1
Charge: +1
LUMO level (eV): -3.410

CARTESIAN COORDINATES (ANGSTROEM)
C: 2.2921 0.0112 0.4237
O: 1.3717 0.9684 1.0903
H: 3.2886 -0.0605 1.0418
H: 2.5665 0.1319 -0.6214
H: 1.8979 -0.9705 0.7757
H: 1.4437 1.9255 1.0297
C: -1.5734 -0.7388 -0.7318
C: -1.8138 0.1444 -1.6865
N: -0.8224 -0.5066 0.4927
H: -1.9094 -1.7630 -0.8001
H: -1.5475 1.1978 -1.6427
H: -2.6281 0.0300 -2.4042
H: -0.2393 -1.3434 0.6170
H: -1.2793 -0.5349 1.4106
H: -0.0817 0.2778 0.3968


Quick ranking, most stable first: A, B.


A | Formula: C5H11N2O2
Source: the Open Molecules 2025 dataset
Level of theory: ωB97M-V/def2-TZVPD

Frontier orbital gap (eV): 8.74
Molar mass (g/mol): 131.155
Multiplicity: 1
Charge: +1
LUMO level (eV): -5.019

CARTESIAN COORDINATES (ANGSTROEM)
C: -2.0587 0.4832 0.8785
C: 0.0467 0.4548 -0.4190
C: 0.3330 -0.9232 0.0358
C: 0.5548 0.7288 -1.7998
C: 1.2680 -1.1309 1.1320
N: -1.4286 0.6185 -0.2756
N: -1.4430 0.1283 1.9323
O: 0.6066 1.3968 0.4340
O: -0.2181 -1.8955 -0.5368
H: -3.1291 0.6394 0.6163
H: 1.6951 0.6346 -1.7408
H: 0.2655 1.7634 -1.9572
H: 0.2632 0.0836 -2.7102
H: 2.2294 -0.5672 1.0262
H: 1.3806 -2.1832 1.5640
H: 0.7442 -0.4809 1.9411
H: -1.9060 0.8264 -1.1015
H: -2.0491 -0.0336 2.7160
H: 0.1584 1.3185 1.2508
H: 0.1124 -2.8217 -0.4230


B | Formula: C5H11N2O2
Source: the Open Molecules 2025 dataset
Level of theory: ωB97M-V/def2-TZVPD

Frontier orbital gap (alpha / beta) (eV): 8.13 / 8.13
Molar mass (g/mol): 131.155
Multiplicity: 1
Charge: +1
LUMO level (alpha / beta) (eV): -3.032 / -3.032

CARTESIAN COORDINATES (ANGSTROEM)
C: 1.6335 0.0191 -1.2126
C: 2.7978 0.4025 -0.5489
C: 0.7139 -0.4305 -0.1048
C: -0.8474 1.4095 0.1760
C: -0.3322 -1.5184 -0.3114
N: 1.4643 -0.3518 0.9606
N: -2.2708 0.9562 0.0797
O: 2.6856 0.2518 0.7682
O: -1.3312 -1.6331 0.6473
H: 1.2766 0.1894 -2.1628
H: 3.6819 0.6203 -0.9411
H: -0.6007 2.3279 -0.4094
H: -0.7525 1.6657 1.2353
H: 0.2736 -2.3940 -0.4392
H: -0.9025 -1.4403 -1.1782
H: 1.2623 -0.4517 1.9870
H: -2.4600 0.9475 -0.9475
H: -2.9102 1.6393 0.5561
H: -2.3220 -0.0734 0.4305
H: -1.0601 -2.1359 1.4151


Quick ranking, most stable first: A, B.